# C9H20Cl6F2N2O2S

A 4-piece molecular cluster, C9H20Cl6F2N2O2S overall at a distorted geometry (ωB97M-V with the def2-TZVPD basis set, the OMol25 dataset).

Positions of all 42 atoms, in Å:
N (-0.44359, -1.40084, 4.50246)
C (0.04418, -0.74800, 3.30247)
N (1.51836, -0.87884, 3.19626)
C (2.15559, 0.12426, 2.31986)
C (3.11126, 1.03253, 3.11966)
F (2.72582, 1.06435, 4.44538)
S (1.99016, -2.43733, 2.99886)
O (2.87283, -2.82755, 4.04162)
O (0.86075, -3.26809, 2.72689)
F (2.84789, -2.40493, 1.68206)
H (-1.07620, -2.15285, 4.27450)
H (-0.92506, -0.73328, 5.08391)
H (-0.13130, 0.31870, 3.42229)
H (-0.45634, -1.09627, 2.39879)
H (2.66629, -0.30820, 1.46773)
H (1.35573, 0.74278, 1.91306)
H (3.10836, 2.04502, 2.72592)
H (4.10880, 0.59425, 3.10848)
Cl (-1.83453, -0.15606, 0.78995)
C (-1.78005, -0.50627, -0.96147)
C (-0.36463, -0.59422, -1.46604)
Cl (0.46262, 0.98556, -1.41155)
H (-2.34461, 0.26950, -1.47254)
H (-2.27906, -1.46031, -1.12191)
H (-0.36809, -0.92407, -2.50253)
H (0.22523, -1.29651, -0.88127)
Cl (-2.59292, -3.00312, -2.98593)
C (-2.54927, -3.38048, -4.73012)
C (-1.14060, -3.46455, -5.25576)
Cl (-0.33162, -1.87507, -5.26410)
H (-3.12369, -2.61850, -5.24975)
H (-3.04691, -4.33976, -4.85962)
H (-1.15625, -3.81801, -6.28502)
H (-0.53472, -4.14525, -4.66372)
Cl (1.05920, 5.71809, 0.36768)
C (0.28497, 5.47136, -1.21894)
C (-1.20923, 5.31384, -1.10498)
Cl (-1.65798, 3.78943, -0.30086)
H (0.73952, 4.59848, -1.68044)
H (0.51503, 6.34608, -1.82482)
H (-1.65038, 5.29184, -2.10009)
H (-1.65556, 6.13230, -0.54636)

Results
charge	0
E_HOMO	-0.3571	hartree
largest force on an atom	0.039	hartree/bohr
E_tot	-108137.09470	eV
LUMO energy	0.5	eV

Partial atomic charges computed with the Löwdin method, in multiples of e: atom 1 (N): 0.0413, atom 2 (C): -0.3213, atom 3 (N): -0.2065, atom 4 (C): -0.1619, atom 5 (C): -0.1676, atom 6 (F): -0.0443, atom 7 (S): 0.6110, atom 8 (O): -0.2356, atom 9 (O): -0.2522, atom 10 (F): -0.1566, atom 11 (H): 0.0717, atom 12 (H): 0.0714, atom 13 (H): 0.1228, atom 14 (H): 0.0187, atom 15 (H): 0.1075, atom 16 (H): 0.1076, atom 17 (H): 0.1165, atom 18 (H): 0.1177, atom 19 (Cl): 0.6183, atom 20 (C): -0.6544, atom 21 (C): -0.6586, atom 22 (Cl): 0.5297, atom 23 (H): 0.0724, atom 24 (H): -0.0093, atom 25 (H): 0.0172, atom 26 (H): 0.0719, atom 27 (Cl): 0.6144, atom 28 (C): -0.6380, atom 29 (C): -0.6529, atom 30 (Cl): 0.5588, atom 31 (H): 0.0706, atom 32 (H): 0.0746, atom 33 (H): 0.0738, atom 34 (H): 0.0705, atom 35 (Cl): 0.5332, atom 36 (C): -0.6665, atom 37 (C): -0.6640, atom 38 (Cl): 0.5263, atom 39 (H): 0.0608, atom 40 (H): 0.0717, atom 41 (H): 0.0722, atom 42 (H): 0.0672

***

# ClF3Fe

ClF3Fe as an isolated structure at a distorted geometry (ωB97M-V with the def2-TZVPD basis set, the OMol25 dataset).

Positions of all 5 atoms, in Å:
Fe (25.89109, 1.69727, -0.77609)
F (28.09004, 1.59815, -1.48558)
F (25.62440, 2.38639, 1.08695)
F (25.51148, 3.11009, -2.23577)
Cl (27.06827, -0.84089, -0.50767)

Results
charge	-1
2S+1	6
E_HOMO (alpha / beta)	-0.2350 / -0.2149	hartree
largest force on an atom	0.070	hartree/bohr
E_tot	-55063.76904	eV
<S²>	8.767
LUMO energy (alpha / beta)	3.0 / 0.3	eV

Partial atomic charges computed with the Löwdin method, in multiples of e: atom 1 (Fe): 1.0267, atom 2 (F): -0.5384, atom 3 (F): -0.5795, atom 4 (F): -0.5940, atom 5 (Cl): -0.3148

***

# C5H8O2

One molecule with the formula C5H8O2 at a distorted geometry (ωB97M-V with the def2-TZVPD basis set, the OMol25 dataset).

Positions of all 15 atoms, in Å:
O (2.18558, 0.79922, -0.77114)
C (2.02478, 0.38067, 0.36105)
C (0.81840, -0.41273, 0.75763)
C (-0.33101, -0.21228, -0.18628)
O (0.16224, -0.76503, -1.39378)
C (-1.75912, -0.47548, 0.15012)
C (-1.30060, 0.91115, -0.25992)
H (2.84040, 0.47273, 1.10238)
H (0.63196, -0.41366, 1.85136)
H (1.01292, -1.36892, 0.15802)
H (0.89267, -0.14692, -1.60868)
H (-2.04946, -0.64823, 1.18521)
H (-2.31795, -1.05301, -0.58115)
H (-1.55964, 1.24354, -1.25913)
H (-1.25117, 1.68895, 0.49433)

Results
charge	0
E_HOMO	-0.3598	hartree
largest force on an atom	0.047	hartree/bohr
E_tot	-9407.60497	eV
LUMO energy	0.8	eV
relative energy (zero: lowest compared OMol25 entry of this formula, charge and spin)	214.89	kJ/mol

Partial atomic charges computed with the Löwdin method, in multiples of e: atom 1 (O): 0.0367, atom 2 (C): -0.2116, atom 3 (C): -0.0726, atom 4 (C): -0.5582, atom 5 (O): -0.0249, atom 6 (C): -0.0543, atom 7 (C): -0.0549, atom 8 (H): 0.1253, atom 9 (H): 0.1354, atom 10 (H): 0.1691, atom 11 (H): 0.0777, atom 12 (H): 0.1060, atom 13 (H): 0.1104, atom 14 (H): 0.1102, atom 15 (H): 0.1059